This record from OMol25 describes a 6-piece molecular cluster, C28H44Cl2F9N5O8 overall. The level of theory is ωB97M-V with the def2-TZVPD basis set.

CARTESIAN COORDINATES (ANGSTROEM)
C1 -5.516 -0.089 -8.174
C2 -5.388 -0.661 -6.765
Cl1 -3.769 -1.403 -6.560
C3 -6.445 -1.716 -6.392
Cl2 -6.683 -2.816 -7.797
C4 -7.738 -1.056 -5.962
C5 -7.872 -0.065 -5.065
C6 -6.902 0.653 -4.172
C7 -5.892 -0.288 -3.489
C8 -5.611 0.074 -2.029
F1 -6.277 -0.802 -1.214
F2 -6.035 1.320 -1.689
C9 -4.106 -0.042 -1.652
F3 -4.005 -0.260 -0.325
F4 -3.556 -1.109 -2.281
C10 -3.288 1.249 -1.989
F5 -3.257 2.042 -0.908
F6 -3.853 1.915 -3.020
C11 -1.815 0.947 -2.378
F7 -1.243 0.174 -1.469
F8 -1.149 2.096 -2.438
F9 -1.757 0.382 -3.577
C12 -9.315 0.317 -5.004
O1 -9.783 1.219 -4.379
O2 -10.023 -0.534 -5.789
C13 -9.128 -1.400 -6.429
O3 -9.537 -2.216 -7.179
H1 -5.106 -0.762 -8.919
H2 -6.557 0.168 -8.381
H3 -4.946 0.843 -8.203
H4 -5.441 0.180 -6.081
H5 -6.082 -2.391 -5.618
H6 -6.398 1.438 -4.744
H7 -7.506 1.182 -3.434
H8 -4.945 -0.305 -4.028
H9 -6.282 -1.305 -3.486
C14 1.566 -2.452 2.496
O4 2.384 -3.245 2.934
N1 0.979 -2.585 1.286
C15 0.016 -1.624 0.796
C16 1.332 -3.724 0.458
H10 1.244 -1.562 3.055
H11 -0.944 -2.110 0.604
H12 0.373 -1.173 -0.133
H13 -0.130 -0.837 1.533
H14 1.098 -4.656 0.974
H15 2.401 -3.721 0.242
H16 0.773 -3.678 -0.475
C17 2.441 -0.197 5.719
O5 1.679 -0.518 4.821
N2 3.761 -0.421 5.717
C18 4.605 -0.021 6.827
C19 4.356 -1.081 4.563
H17 2.091 0.316 6.631
H18 5.365 0.685 6.491
H19 5.100 -0.898 7.252
H20 4.009 0.459 7.596
H21 4.178 -0.492 3.661
H22 3.910 -2.063 4.409
H23 5.427 -1.180 4.725
C20 3.077 0.010 -4.737
O6 4.230 0.150 -5.099
N3 2.704 -0.393 -3.509
C21 1.316 -0.544 -3.132
C22 3.737 -0.682 -2.525
H24 2.221 0.206 -5.406
H25 1.091 0.115 -2.294
H26 1.119 -1.577 -2.832
H27 0.672 -0.294 -3.971
H28 4.341 0.205 -2.346
H29 4.386 -1.480 -2.892
H30 3.273 -0.989 -1.592
C23 5.976 1.735 0.063
O7 4.933 1.642 -0.556
N4 7.192 1.800 -0.511
C24 8.408 1.912 0.267
C25 7.275 1.756 -1.963
H31 6.010 1.775 1.165
H32 8.942 2.830 0.013
H33 9.065 1.061 0.075
H34 8.165 1.932 1.328
H35 6.719 2.586 -2.400
H36 6.844 0.829 -2.343
H37 8.317 1.818 -2.264
C26 3.407 1.510 9.946
O8 4.063 2.181 9.170
N5 2.230 1.891 10.475
C27 1.488 1.051 11.393
C28 1.694 3.191 10.105
H38 3.731 0.511 10.285
H39 0.504 0.816 10.985
H40 1.358 1.557 12.352
H41 2.028 0.122 11.560
H42 1.542 3.244 9.027
H43 2.391 3.981 10.386
H44 0.746 3.345 10.613

Atomic forces in eV per Å
C 0.18 0.39 0.39
C -0.02 -0.14 -0.37
Cl 0.08 0.13 0.11
C -0.39 -0.10 -0.55
Cl 0.07 -0.01 0.19
C 0.02 0.26 0.29
C 0.33 -0.22 -0.21
C -0.25 -0.04 0.01
C -0.07 0.37 -0.09
C -0.16 -0.50 0.07
F 0.13 0.31 -0.25
F 0.15 -0.24 0.01
C -0.12 0.16 0.55
F 0.07 0.07 -0.29
F -0.20 0.11 -0.02
C 0.25 -0.23 0.19
F -0.17 0.02 -0.22
F 0.06 -0.10 0.02
C -0.27 0.63 -0.15
F 0.01 -0.29 0.16
F 0.10 0.15 0.04
F 0.00 -0.30 -0.15
C 0.23 0.23 0.36
O -0.12 -0.26 -0.17
O 0.00 0.03 -0.15
C -0.20 0.08 -0.05
O 0.12 -0.09 0.01
H -0.23 -0.08 -0.05
H 0.00 -0.17 -0.12
H 0.03 -0.09 -0.08
H 0.06 -0.21 0.20
H 0.04 0.28 0.15
H 0.04 -0.02 0.11
H 0.04 -0.05 -0.01
H -0.05 -0.05 -0.04
H 0.11 -0.01 0.11
C -0.02 -0.01 0.00
O 0.01 -0.03 -0.06
N -0.06 0.03 -0.03
C 0.10 -0.19 -0.06
C 0.04 0.05 0.11
H 0.06 -0.10 -0.03
H -0.04 0.08 -0.03
H -0.05 0.05 0.00
H 0.02 0.00 0.03
H 0.02 -0.02 -0.03
H 0.00 -0.04 -0.02
H -0.02 0.02 0.00
C -0.10 -0.02 0.03
O 0.00 0.19 0.11
N 0.10 0.02 0.06
C -0.02 -0.18 -0.23
C -0.10 -0.01 0.03
H 0.01 -0.01 0.00
H 0.02 0.03 0.08
H 0.04 0.04 0.04
H 0.04 0.05 -0.06
H 0.02 -0.01 -0.02
H -0.01 0.00 -0.05
H 0.01 0.02 0.02
C 0.01 0.03 -0.07
O 0.00 -0.01 0.02
N -0.09 -0.09 0.02
C 0.37 -0.07 0.05
C 0.07 0.03 -0.20
H -0.01 0.00 0.01
H -0.09 0.01 0.02
H -0.10 0.03 0.01
H 0.00 0.03 -0.05
H 0.00 -0.01 0.09
H 0.00 -0.01 0.04
H -0.03 0.02 0.01
C -0.03 0.01 0.01
O -0.03 0.01 0.04
N 0.10 0.00 0.02
C -0.05 -0.01 -0.15
C -0.10 0.00 0.07
H 0.01 0.00 -0.01
H 0.03 0.00 0.04
H 0.03 0.01 0.04
H -0.02 0.00 0.01
H 0.01 -0.01 -0.03
H 0.01 0.01 -0.04
H 0.02 0.00 0.02
C 0.07 0.03 0.03
O -0.06 0.00 0.06
N -0.08 -0.04 0.06
C -0.01 0.14 -0.07
C 0.09 -0.04 -0.04
H -0.01 0.00 0.00
H -0.01 -0.04 0.03
H -0.01 -0.04 0.02
H 0.02 -0.01 -0.01
H -0.01 0.03 0.00
H -0.02 0.02 -0.01
H -0.01 -0.02 0.01

Output
HOMO energy: -8.92 eV
Charge: 0
E_tot: -3788.24718 Ha
SMILES string: C[C@H](Cl)[C@H](Cl)C1=C(CCC(F)(F)C(F)(F)C(F)(F)C(F)(F)F)C(=O)OC1=O.CN(C)C=O.CN(C)C=O.CN(C)C=O.CN(C)C=O.CN(C)C=O
Kohn-Sham gap: 7.5931 eV

Here are the Löwdin charges for atoms 1 to 2, given in e: -0.138, -0.758

---

This record from OMol25 describes CH6N4O as an isolated structure. The level of theory is ωB97M-V with the def2-TZVPD basis set.

CARTESIAN COORDINATES (ANGSTROEM)
C1 0.617 0.369 -0.757
N1 -1.527 -0.299 0.631
N2 1.074 1.281 0.127
O1 0.683 -1.304 0.367
N3 -0.656 0.463 -1.252
N4 -1.700 0.271 -0.532
H1 0.604 -2.104 -0.168
H2 1.354 -0.005 -1.455
H3 -0.463 -0.931 0.707
H4 -2.425 -0.505 1.051
H5 2.015 1.147 0.462
H6 0.423 1.618 0.821

Atomic forces in eV per Å
C -0.06 -0.06 0.30
N 0.07 0.19 -0.30
N -0.06 -0.17 -0.01
O -0.08 0.22 -0.16
N -0.17 -0.06 0.20
N 0.31 -0.20 0.27
H -0.02 0.07 0.05
H -0.02 -0.04 0.06
H 0.05 0.04 -0.18
H 0.06 0.05 -0.09
H -0.06 0.00 -0.06
H -0.01 -0.02 -0.07

Output
HOMO energy: -9.12 eV
Charge: 0
E_tot: -335.86101 Ha
Energy above the lowest of the compared OMol25 structures with the same formula, charge and spin: 85.1 kcal per mole
Kohn-Sham gap: 9.8328 eV

Here are the Löwdin charges for atoms 1 to 2, given in e: -0.277, -0.006

---

This record from OMol25 describes an isolated ion of composition C7H10ClF3N3 and charge +1 in a non-equilibrium geometry. The level of theory is ωB97M-V with the def2-TZVPD basis set.

CARTESIAN COORDINATES (ANGSTROEM)
C1 0.327 -2.619 0.697
C2 -0.937 -2.073 -1.154
C3 0.161 -1.169 1.239
C4 -0.029 -0.110 -0.105
C5 1.189 3.339 -0.976
C6 0.199 2.100 -1.169
C7 -1.069 -0.968 2.018
N1 -0.563 -2.961 -0.365
N2 -0.642 -0.713 -1.146
N3 0.288 1.175 -0.027
F1 -1.126 0.221 2.639
F2 -2.190 -1.229 1.281
F3 -1.112 -1.886 3.013
Cl1 2.017 -2.640 0.012
H1 0.243 -3.412 1.335
H2 -1.562 -2.551 -1.980
H3 1.027 -0.711 1.888
H4 2.084 2.861 -0.432
H5 1.230 3.708 -1.935
H6 0.853 4.060 -0.252
H7 -0.701 2.541 -1.378
H8 0.386 1.489 -2.004
H9 -0.669 -0.114 -1.983
H10 0.596 1.663 0.784

Atomic forces in eV per Å
C 1.21 2.65 -1.96
C -1.59 -2.27 -2.35
C 1.73 2.81 -1.78
C 0.11 -1.73 2.91
C 0.17 -4.20 2.93
C 2.36 0.84 1.28
C -2.04 -1.50 2.04
N 0.36 0.17 0.51
N 1.54 2.77 0.22
N -1.25 -1.04 -1.56
F -0.25 -0.02 -0.99
F 0.65 1.10 0.39
F 0.27 0.16 -0.23
Cl -0.30 -0.15 0.20
H 0.15 -1.38 2.51
H 0.65 1.82 0.69
H -1.42 -1.35 -1.41
H -0.47 1.12 -1.75
H 1.18 1.23 -1.87
H -0.77 0.30 -0.01
H -3.01 0.58 0.29
H 1.07 -0.28 -1.44
H -0.62 -0.99 0.20
H 0.28 -0.63 1.17

Output
HOMO energy: -14.52 eV
Charge: +1
E_tot: -1196.50422 Ha
SMILES string: CC/[NH+]=C1\NC=N[C@@H](Cl)[C@@H]1C(F)(F)F
Kohn-Sham gap: 10.0117 eV

Here are the Löwdin charges for atoms 1 to 2, given in e: -0.592, -0.175